No. 1
{
  "formula": "C47H47AsDyN2O6PS4",
  "method": "wB97M-V/def2-TZVPD",
  "symbols": ["Dy", "C", "O", "C", "C", "C", "C", "C", "C", "O", "C", "O", "C", "H", "H", "H", "H", "H", "H", "H", "H", "H", "S", "C", "N", "C", "C", "C", "C", "C", "C", "S", "H", "H", "H", "H", "O", "C", "N", "C", "C", "C", "C", "C", "C", "As", "C", "C", "C", "C", "C", "C", "C", "C", "C", "C", "C", "C", "H", "H", "H", "H", "H", "H", "H", "H", "H", "H", "H", "H", "H", "H", "H", "C", "C", "C", "C", "C", "C", "H", "H", "H", "H", "H", "C", "C", "C", "O", "P", "S", "S", "O", "C", "C", "C", "H", "H", "H", "H", "H", "H", "H", "H", "H", "H", "H", "H", "H", "H"],
  "coordinates": [[0.90, 0.74, -0.61], [1.82, -4.49, -5.41], [0.49, -4.40, -4.88], [0.06, -3.15, -4.50], [-0.73, -2.37, -5.37], [-0.96, -1.03, -5.05], [-0.48, -0.49, -3.82], [-0.59, 0.89, -3.51], [-1.54, 1.73, -4.29], [0.19, 1.50, -2.62], [0.08, -1.47, -2.79], [0.21, -1.09, -1.55], [0.37, -2.73, -3.22], [1.93, -5.43, -6.02], [2.59, -4.57, -4.61], [2.09, -3.61, -6.00], [-1.00, -2.75, -6.33], [-1.48, -0.43, -5.86], [-2.46, 1.18, -4.58], [-1.08, 2.01, -5.27], [-1.71, 2.64, -3.68], [0.95, -3.38, -2.52], [2.85, -1.58, -0.21], [3.61, -0.50, -1.25], [3.13, 0.74, -1.41], [3.82, 1.44, -2.37], [3.56, 2.78, -2.75], [4.44, 3.38, -3.62], [5.56, 2.69, -4.11], [5.75, 1.31, -3.88], [4.90, 0.73, -2.93], [5.00, -0.84, -2.25], [2.73, 3.29, -2.32], [4.22, 4.42, -3.90], [6.26, 3.26, -4.74], [6.47, 0.75, -4.48], [-2.52, 2.97, 0.87], [-1.89, 1.99, 0.57], [-1.19, 1.08, 0.20], [0.21, -7.09, -0.48], [-0.30, -6.04, -1.25], [-0.71, -4.89, -0.59], [-0.69, -4.80, 0.84], [-0.19, -5.86, 1.57], [0.28, -7.00, 0.90], [-1.37, -3.10, 1.61], [-1.48, -3.73, 3.51], [-2.63, -3.78, 4.33], [-2.57, -4.00, 5.71], [-1.30, -4.11, 6.30], [-0.15, -3.99, 5.50], [-0.23, -3.78, 4.11], [-3.16, -3.60, 1.19], [-4.10, -2.59, 1.00], [-5.44, -2.88, 0.68], [-5.90, -4.19, 0.64], [-4.94, -5.22, 0.69], [-3.58, -4.92, 0.94], [0.52, -8.03, -0.93], [-0.35, -6.00, -2.35], [-0.95, -4.04, -1.21], [-0.17, -5.80, 2.64], [0.70, -7.86, 1.41], [-3.61, -3.79, 3.89], [-3.46, -4.04, 6.31], [-1.26, -4.24, 7.39], [0.87, -4.05, 5.88], [0.65, -3.69, 3.50], [-3.71, -1.54, 1.07], [-6.09, -2.01, 0.49], [-6.99, -4.38, 0.56], [-5.12, -6.31, 0.59], [-2.83, -5.70, 1.00], [2.21, 1.14, 4.83], [3.25, 0.97, 3.92], [3.05, 1.08, 2.52], [1.74, 1.07, 2.08], [0.67, 0.99, 2.98], [0.90, 1.10, 4.37], [2.40, 1.26, 5.92], [4.28, 0.79, 4.25], [3.92, 1.04, 1.86], [-0.38, 0.91, 2.71], [0.01, 1.19, 5.04], [-2.56, 6.31, 0.07], [-1.21, 6.07, -0.71], [-1.39, 4.92, -1.67], [-0.29, 5.74, 0.39], [1.25, 5.41, 0.27], [1.94, 6.16, -1.35], [1.59, 3.50, 0.72], [1.87, 6.14, 1.58], [1.02, 6.37, 2.80], [0.28, 7.71, 2.59], [0.30, 5.15, 3.24], [-3.30, 6.90, -0.51], [-2.40, 6.81, 1.00], [-2.99, 5.30, 0.28], [-0.76, 6.98, -1.08], [-1.70, 4.01, -1.09], [-0.47, 4.58, -2.17], [-2.15, 5.16, -2.44], [1.82, 6.50, 3.55], [-0.79, 7.67, 2.80], [0.50, 8.00, 1.55], [0.72, 8.46, 3.25], [-0.64, 5.06, 2.68], [0.07, 5.14, 4.32], [0.91, 4.22, 3.08]],
  "spin_multiplicity": 6,
  "energy_ev": -202323.939,
  "homo_energy_ev": [-1.2, -1.2],
  "orbital_gap_ev": [4.71, 4.67],
  "total_charge": -2,
  "largest_force_ev_per_a": 4.91,
  "e_above_lowest_kcal_mol": 0.0,
  "s2": 9.3353
}

No. 2
{
  "formula": "C45H20F15GeN2OS4Zn",
  "method": "wB97M-V/def2-TZVPD",
  "symbols": ["Zn", "S", "C", "C", "C", "C", "C", "C", "N", "C", "C", "C", "C", "C", "C", "C", "C", "N", "C", "C", "C", "C", "C", "S", "C", "H", "H", "H", "H", "H", "H", "H", "H", "H", "H", "H", "H", "C", "S", "O", "C", "C", "C", "C", "C", "C", "H", "H", "H", "H", "H", "H", "H", "H", "F", "C", "C", "C", "F", "C", "F", "C", "F", "C", "F", "Ge", "S", "C", "C", "F", "C", "F", "C", "F", "C", "F", "C", "F", "C", "C", "F", "C", "F", "C", "F", "C", "F", "C", "F"],
  "coordinates": [[0.69, -0.98, 0.33], [-1.80, -1.36, 5.56], [-2.08, -1.51, 7.24], [-0.92, -1.54, 7.96], [0.22, -1.44, 7.16], [-0.07, -1.35, 5.81], [0.85, -1.29, 4.71], [0.36, -1.11, 3.39], [1.13, -1.11, 2.33], [2.47, -1.27, 2.47], [3.06, -1.41, 3.74], [4.48, -1.55, 3.83], [5.26, -1.57, 2.72], [4.69, -1.46, 1.42], [5.44, -1.51, 0.24], [4.81, -1.41, -1.00], [3.41, -1.25, -0.99], [2.69, -1.20, 0.11], [3.29, -1.31, 1.30], [5.51, -1.46, -2.25], [6.87, -1.49, -2.49], [7.19, -1.53, -3.86], [6.08, -1.52, -4.66], [4.63, -1.47, -3.76], [2.22, -1.42, 4.86], [-3.08, -1.57, 7.60], [-0.89, -1.63, 9.03], [1.22, -1.44, 7.55], [-0.69, -0.96, 3.23], [4.92, -1.63, 4.82], [6.33, -1.66, 2.81], [6.51, -1.63, 0.30], [2.86, -1.15, -1.92], [7.61, -1.49, -1.72], [8.19, -1.55, -4.24], [6.04, -1.54, -5.73], [2.65, -1.54, 5.85], [-0.70, -5.09, -0.98], [-0.24, -3.40, -1.50], [0.30, -2.83, -0.20], [-1.92, -2.72, -1.58], [-2.60, -2.50, -0.40], [-3.87, -1.96, -0.44], [-4.44, -1.62, -1.66], [-3.74, -1.82, -2.83], [-2.47, -2.39, -2.80], [-1.38, -5.04, -0.14], [0.21, -5.60, -0.68], [-1.15, -5.61, -1.82], [-2.14, -2.76, 0.55], [-4.42, -1.83, 0.48], [-5.44, -1.23, -1.70], [-4.18, -1.55, -3.78], [-1.93, -2.56, -3.72], [-3.93, 2.01, -3.10], [-4.23, 1.71, -1.83], [-3.20, 1.53, -0.93], [-3.54, 1.23, 0.38], [-2.53, 1.06, 1.25], [-4.86, 1.12, 0.80], [-5.15, 0.84, 2.07], [-5.88, 1.30, -0.13], [-7.15, 1.16, 0.24], [-5.56, 1.60, -1.45], [-6.53, 1.77, -2.35], [-1.27, 1.93, -1.29], [0.23, 0.37, -1.42], [-1.06, 2.55, -3.17], [-0.54, 3.77, -3.54], [-0.24, 4.66, -2.58], [-0.28, 4.09, -4.87], [0.21, 5.28, -5.21], [-0.53, 3.14, -5.86], [-0.28, 3.42, -7.13], [-1.02, 1.88, -5.50], [-1.20, 0.94, -6.43], [-1.28, 1.62, -4.17], [-1.76, 0.43, -3.80], [-1.05, 3.48, -0.05], [-1.91, 4.55, -0.26], [-2.82, 4.42, -1.23], [-1.84, 5.72, 0.48], [-2.67, 6.73, 0.25], [-0.87, 5.82, 1.48], [-0.77, 6.93, 2.21], [-0.01, 4.75, 1.73], [0.90, 4.84, 2.69], [-0.11, 3.59, 0.96], [0.70, 2.55, 1.19]],
  "energy_ev": -241049.583,
  "homo_energy_ev": -10.6,
  "orbital_gap_ev": 7.01,
  "total_charge": 1,
  "largest_force_ev_per_a": 1.47
}

No. 3
{
  "formula": "C10H15NO4",
  "method": "wB97M-V/def2-TZVPD",
  "symbols": ["C", "C", "C", "O", "O", "C", "C", "O", "C", "O", "C", "C", "N", "C", "C", "H", "H", "H", "H", "H", "H", "H", "H", "H", "H", "H", "H", "H", "H", "H"],
  "coordinates": [[-0.89, 3.99, 2.50], [-0.86, 2.69, 2.91], [-0.11, 1.66, 2.15], [0.55, 1.99, 1.19], [-0.14, 0.42, 2.64], [0.42, -0.63, 1.87], [0.68, -1.79, 2.86], [-0.55, -0.95, 0.88], [-0.03, -1.54, -0.25], [1.14, -1.89, -0.37], [-0.99, -1.88, -1.40], [-0.41, -1.67, -2.77], [-0.40, -0.21, -2.98], [0.56, 0.26, -3.95], [0.70, 0.65, -2.46], [-0.40, 4.29, 1.61], [-1.45, 4.74, 3.08], [-1.36, 2.33, 3.78], [1.40, -0.33, 1.46], [1.13, -1.43, 3.76], [1.34, -2.49, 2.41], [-0.27, -2.29, 3.12], [-1.22, -2.94, -1.32], [-1.87, -1.27, -1.30], [-1.04, -2.11, -3.55], [0.59, -2.12, -2.81], [0.30, 1.06, -4.64], [1.27, -0.41, -4.36], [1.56, 0.23, -1.96], [0.36, 1.63, -2.09]],
  "energy_ev": -20291.665,
  "homo_energy_ev": -9.0,
  "orbital_gap_ev": 9.36,
  "total_charge": 0,
  "largest_force_ev_per_a": 3.00,
  "e_above_lowest_kcal_mol": 56.5,
  "smiles": "C=CC(=O)O[C@@H](C)OC(=O)CCN1CC1"
}